A 14-piece molecular cluster, C43H62BNO42P overall in a non-equilibrium geometry. Source: the OMol25 dataset; level of theory: the ωB97M-V functional and the def2-TZVPD basis.

Each line ends with the Mulliken charge.
CARTESIAN COORDINATES (ANGSTROEM)
O 2.767 -4.327 -3.575  -0.54
H 5.533 -2.101 -0.797  0.25
H -8.775 -7.450 8.875  0.18
O 7.961 -2.890 -4.174  -0.59
H 5.432 -6.291 -5.518  0.26
O -3.701 3.170 -6.105  -0.36
C -6.482 -1.855 6.452  0.83
C -11.446 -7.753 9.627  0.61
C 5.691 -1.900 -1.856  0.21
C -8.090 -1.469 7.960  -0.34
H -2.705 8.552 -7.157  0.27
H -6.370 -1.806 9.236  0.25
O 5.292 0.821 -0.103  -0.34
O -3.627 7.150 -8.345  -0.31
H -3.230 1.519 3.563  0.32
O 8.794 5.341 -4.836  -0.56
C 4.362 -6.466 -5.659  -0.31
O 3.418 -6.488 -3.575  -0.32
O 1.178 4.643 -6.770  -0.54
C -1.824 2.606 -7.283  -0.10
O -10.774 -6.976 8.739  -0.33
O 2.728 4.538 -5.133  -0.32
O -12.338 -7.367 10.319  -0.54
O 7.323 8.435 -8.659  -0.32
C 6.839 2.277 3.703  -0.66
C 0.238 2.887 6.088  -0.07
H 5.752 2.523 3.908  -0.03
C 8.944 7.604 -7.277  -0.17
H -8.762 -9.206 2.892  0.24
H 4.104 -0.539 1.919  0.16
H 3.922 2.106 -5.863  0.24
C -2.447 3.721 -6.501  0.23
H -5.178 -6.123 3.469  0.21
O -1.924 7.681 -9.706  -0.31
H 9.678 6.802 -7.213  0.29
O -2.589 5.532 -9.527  -0.52
C 9.019 4.567 -3.952  0.59
H -1.741 9.648 -9.062  0.30
O 3.275 2.802 4.595  -0.43
H -8.985 -2.024 7.665  0.27
H 4.252 3.633 -4.042  0.31
O -5.870 -1.823 5.426  -0.63
C -9.651 -7.728 8.283  0.02
H -2.545 0.338 4.701  0.27
H 4.192 -6.825 -6.674  0.28
C -3.297 8.508 -8.074  -0.28
B 5.139 1.456 1.251  0.57
H 7.510 3.148 3.943  0.34
H 0.865 4.844 6.783  0.27
H -3.789 -6.163 4.577  0.36
H 5.493 -0.845 -2.049  -0.09
H 2.544 2.186 1.910  0.27
C -6.597 -6.889 5.742  0.64
H 2.604 3.396 -3.424  0.21
O 9.458 8.704 -8.025  -0.32
O -4.727 0.961 6.350  -0.24
C -4.877 -6.137 4.520  -0.34
C 8.984 2.688 -2.728  -0.18
C 3.050 2.274 -5.224  -0.29
H 2.163 -0.085 3.991  0.24
H 4.647 0.524 3.331  0.27
H 0.721 0.362 2.760  0.21
O -7.452 -0.971 6.789  -0.35
O -5.449 -7.287 5.146  -0.34
O 3.663 -5.248 -5.429  -0.30
H -10.625 -9.567 7.672  0.28
C -2.703 6.678 -9.222  0.66
O 8.274 3.463 -3.695  -0.24
O -6.716 -5.538 5.740  -0.26
C -2.509 8.909 -9.288  -0.34
H -3.144 9.290 -10.093  0.26
H -9.243 -9.800 8.764  0.28
H -2.588 4.620 -7.099  -0.14
H -9.446 -7.525 7.235  0.15
C -7.038 -2.351 8.563  -0.35
O -7.106 -8.891 1.714  -0.32
C -3.813 1.931 6.609  0.55
O 8.468 10.264 -9.324  -0.54
O 3.856 1.905 -1.204  -0.43
O -3.719 2.507 7.650  -0.57
H -4.869 -4.742 6.183  0.19
C -6.773 -7.579 1.812  0.69
O 1.943 2.646 -6.044  -0.32
C -8.982 -7.611 1.437  -0.32
H -0.731 3.320 5.841  0.13
H 6.937 6.806 -7.423  0.26
O 2.394 3.487 6.560  -0.35
H -7.461 -3.202 9.096  0.32
H 4.729 -3.791 -2.295  0.26
H 2.836 1.361 -4.670  0.29
O 10.050 4.684 -3.079  -0.33
H 8.296 2.200 -2.037  0.17
C 2.329 2.994 5.291  0.49
H 9.345 4.190 -1.209  0.17
O 7.036 -2.195 -2.234  -0.35
H -8.382 -0.653 8.620  0.32
H 4.676 2.566 1.216  -0.29
C 8.421 9.233 -8.726  0.60
P 6.964 1.677 1.915  -0.24
H -9.883 -7.297 1.963  0.29
O -3.018 2.161 5.532  -0.27
N 4.139 0.814 -0.801  0.25
C 4.887 -2.807 -2.739  -0.36
C -10.080 -9.145 8.521  -0.30
C 4.235 0.524 2.271  -0.78
C -4.671 0.688 4.951  -0.08
C 3.786 -7.383 -4.618  -0.33
C 1.062 3.784 6.965  -0.35
C 7.727 7.208 -8.057  -0.30
H -2.098 2.633 -8.341  0.22
C 1.884 4.003 -6.049  0.62
H 10.796 3.299 -1.716  0.31
C -3.287 1.132 4.581  -0.43
H -1.873 3.975 -5.606  0.23
C 6.997 -2.695 -3.495  0.63
H -5.447 1.270 4.445  0.23
H 9.567 1.923 -3.248  0.25
H 2.891 -7.905 -4.969  0.27
O -4.378 1.058 -5.676  -0.55
H 7.153 1.431 4.386  0.25
H 7.951 6.484 -8.846  0.26
O 7.654 2.986 1.002  -0.37
H 3.923 -2.382 -3.007  0.38
O -10.971 -9.026 9.627  -0.33
O -7.876 -6.786 1.787  -0.31
O -2.396 1.442 -6.689  -0.35
C 3.214 3.465 -4.328  -0.20
O 5.720 -2.948 -3.889  -0.31
H 4.508 -8.119 -4.263  0.29
C 3.237 -5.265 -4.139  0.70
H 0.083 1.898 6.529  0.19
H 0.923 3.576 8.026  0.29
H -4.198 9.108 -7.943  0.28
H -0.738 2.593 -7.198  0.14
H -9.154 -7.534 0.360  0.28
C -5.466 -5.002 5.305  -0.13
C 2.772 1.174 2.357  0.22
H -4.840 -0.373 4.756  0.26
H 6.919 3.614 0.858  0.28
O -7.408 -7.635 6.212  -0.58
C -3.568 1.817 -6.115  0.66
H -5.615 -4.108 4.703  0.29
C -8.521 -8.979 1.850  -0.30
H -8.924 -9.766 1.213  0.30
C 9.846 3.712 -2.055  -0.17
C 1.800 0.440 3.058  -0.90
O -5.656 -7.172 1.909  -0.61
O -6.294 -2.781 7.427  -0.34
H 8.702 7.944 -6.267  0.26
O 1.043 2.750 4.925  -0.22

Properties
- 2S+1: 1
- Energy: -143045.641 eV
- Kohn-Sham gap: 5.157 eV
- Total charge: -1

---

C43H66KN4O5PSSe as an isolated structure. Source: the OMol25 dataset; level of theory: the ωB97M-V functional and the def2-TZVPD basis.

Each line ends with the Mulliken charge.
CARTESIAN COORDINATES (ANGSTROEM)
H -3.266 -4.550 6.577  0.36
H -2.255 5.763 -1.207  0.40
H -7.802 -2.241 0.665  0.42
C -0.547 4.922 -2.241  0.14
C -5.286 -0.432 1.969  0.95
C 4.097 0.824 -3.491  -0.89
C 0.385 3.729 -2.176  -0.18
C -6.110 -1.144 -0.192  -0.49
H -3.380 4.596 1.978  0.34
H 0.215 -2.239 -2.374  0.00
H 4.256 1.873 -0.686  -0.24
C 2.532 -4.245 -0.808  -1.99
H 4.431 0.417 0.747  0.34
H 0.703 -3.345 1.089  0.31
C -1.454 -3.060 5.375  -0.92
C -0.601 -2.270 4.618  -0.67
H 1.828 4.642 -0.889  0.04
H 2.800 2.707 1.226  0.25
C 2.739 -2.224 2.133  -2.41
H -1.339 -3.106 6.452  0.28
H 4.474 -2.598 -1.858  0.27
O -4.189 -0.915 4.016  -0.87
C -1.502 3.576 2.482  -0.61
C 1.598 -3.036 -0.902  2.60
H 4.969 3.447 -2.441  0.29
H -2.028 4.059 -0.843  0.11
H -0.846 2.521 -3.427  0.31
H -0.489 7.054 -2.590  0.47
H 5.974 -1.977 -3.679  0.42
H 5.352 -2.266 1.673  0.51
H -0.079 -4.222 -0.233  0.66
N -0.710 -2.122 3.304  0.15
C -2.822 3.873 2.548  0.02
Se -4.453 2.425 -0.350  -1.38
H 4.693 -3.238 0.358  0.22
C 1.027 0.639 -5.272  -1.74
C 0.404 -3.278 0.042  -2.27
H 2.587 -3.287 1.941  0.25
H -0.189 1.002 2.181  0.22
O -2.260 -2.802 -2.366  -0.39
H -6.941 -1.318 3.077  0.34
H 1.955 -5.139 -1.070  0.55
H -4.112 -0.946 0.313  -0.60
H -3.499 -5.597 5.168  0.32
H -0.936 5.265 -0.143  0.06
H 4.249 4.793 -1.551  0.24
C 3.216 0.483 -2.456  -0.46
C 5.088 -0.031 -3.935  -1.29
H -1.154 4.786 -3.142  0.44
C 3.466 -1.516 0.983  2.69
H 0.457 1.500 -5.631  0.32
H -5.900 -2.476 2.245  0.21
H -3.359 -4.118 2.809  0.37
C -3.482 -4.559 5.508  -1.45
C 5.217 -1.278 -3.343  -1.01
H -0.957 -1.074 -4.285  0.51
H 3.228 4.355 0.764  0.40
N -3.094 -2.448 -1.534  -0.14
N -1.103 2.461 3.186  -0.46
H -5.681 0.572 2.173  0.01
H 1.770 -1.769 2.344  0.39
H -0.348 -2.494 -0.055  -0.01
H 4.486 3.240 1.293  0.45
H 3.967 1.790 -3.967  0.85
H -5.736 -2.078 -0.610  0.27
H -1.807 -2.618 1.631  0.42
C 2.162 1.534 -2.197  0.67
H 2.917 -4.397 0.201  0.29
C -1.495 4.994 -1.045  -1.06
C -6.366 -1.488 2.167  -0.70
C 3.784 -0.096 1.459  -2.04
H 5.647 3.939 -0.882  0.46
C 3.775 2.851 -0.716  1.16
H -4.479 -4.141 5.357  0.28
O -2.938 -0.357 2.234  0.53
C 0.958 1.484 -2.918  -0.13
H 0.929 6.200 -3.228  0.37
P 2.227 -1.299 -0.442  1.14
H -0.776 4.096 1.875  0.32
H 0.808 -0.210 -5.925  0.46
H 3.376 -4.198 -1.498  0.29
C -1.692 -2.789 2.695  -0.31
C 0.214 6.239 -2.402  -1.71
O -2.647 -1.757 -0.567  -0.42
H 3.350 -2.138 3.038  0.63
C -0.820 -0.120 -3.771  -2.08
C 4.361 -1.626 -2.312  -0.42
C -2.474 -3.753 4.740  1.21
C 1.572 3.755 -1.459  0.00
H 1.257 -0.520 -3.506  -0.86
H 0.198 -1.713 5.099  0.39
H 4.323 -0.150 2.412  0.62
H 2.090 0.875 -5.359  0.31
H -7.830 -0.493 0.938  0.31
H -1.467 0.611 -4.266  0.50
H -1.207 -0.249 -2.764  0.27
C 4.801 -2.218 0.726  -2.10
H -2.090 1.006 4.359  0.56
H 0.762 6.491 -1.491  0.27
O 0.140 0.231 1.684  0.17
C 4.717 3.812 -1.444  -1.55
H 5.417 -1.660 0.020  0.42
C -2.567 -3.627 3.361  -0.74
S -3.609 2.736 3.548  -0.14
H -4.846 0.646 0.131  -0.39
H -6.442 -0.501 -1.009  0.24
C -2.124 1.934 3.804  -0.16
K -2.007 0.578 0.186  0.15
H -0.229 -0.527 2.180  0.13
C 0.087 2.567 -2.875  -0.01
C 2.465 2.688 -1.462  0.80
C 3.554 3.313 0.726  -1.67
C -7.180 -1.369 0.880  -0.58
N -5.000 -0.461 0.513  1.50
H 5.742 0.269 -4.746  0.34
C -4.021 -0.594 2.822  -0.64
H 2.873 0.482 1.609  0.13
C 1.017 -2.975 -2.317  -1.89
H 1.774 -2.759 -3.076  0.34
C 0.639 0.314 -3.826  2.08
C 3.358 -0.774 -1.832  0.92
H 0.563 -3.943 -2.549  0.68

Properties
- 2S+1: 1
- Energy: -163657.768 eV
- Kohn-Sham gap: 3.785 eV
- Total charge: -2

---

A 8-piece molecular cluster, C43H67F2IN3O33S7Si overall in a non-equilibrium geometry. Source: the OMol25 dataset; level of theory: the ωB97M-V functional and the def2-TZVPD basis.

Each line ends with the Mulliken charge.
CARTESIAN COORDINATES (ANGSTROEM)
C 2.584 1.154 -1.510  0.31
Si -5.707 3.528 2.049  0.06
O 2.577 0.894 -7.141  -0.52
C 0.814 2.001 4.021  -0.91
H -0.358 5.530 -0.854  0.61
H -7.978 -9.479 -1.250  0.32
O 10.243 -1.015 -2.682  -0.52
H -7.995 -3.232 -2.935  0.28
O 4.014 2.644 -8.203  -0.53
S -6.846 -6.632 0.265  1.15
C -4.114 3.235 3.127  -0.39
C -5.627 2.698 -0.896  -0.18
H 3.561 -0.686 -2.255  0.40
O -5.561 -7.480 -0.251  -0.30
H 0.399 -2.440 1.491  0.32
C -0.986 5.062 -0.012  -1.72
H -5.363 5.509 0.546  0.21
C -1.481 3.846 3.044  0.68
O -8.117 -4.018 -0.289  -0.18
C 1.045 -2.485 0.546  -1.06
C -5.947 5.345 1.525  -1.00
H -8.162 3.029 2.517  0.31
O 8.841 -0.311 -0.772  -0.28
H 1.682 3.035 -4.748  0.23
H 2.028 4.720 -5.219  0.29
H -4.041 2.092 3.182  0.17
C -2.071 2.988 -1.234  -0.69
H -5.958 -9.458 0.117  0.30
H 2.620 8.276 -2.718  0.25
H 4.497 6.799 -2.246  0.17
H -1.995 2.284 -0.351  0.18
H -9.606 -4.535 -1.645  0.34
C 0.299 -7.466 5.523  -0.35
H 5.977 -6.541 -0.418  0.30
C -5.987 -8.758 -0.722  -0.34
O 1.904 -5.369 -0.902  -0.55
C 4.689 -5.717 1.140  -0.34
H 3.877 9.414 -2.169  0.34
H -7.036 1.788 3.253  0.26
H 3.986 3.333 -3.999  0.12
H -5.475 6.084 2.266  0.31
C -7.188 2.907 3.088  -1.01
O -7.425 -2.047 1.044  -0.61
O 5.844 0.059 1.816  -0.53
O -6.867 -6.658 1.690  -0.63
C 4.645 7.557 -3.016  -0.20
O -7.993 -7.637 -0.283  -0.34
H 5.220 -4.849 1.533  0.31
C -0.241 3.417 2.131  0.53
C 5.040 -5.995 -0.313  -0.36
H -3.252 4.902 1.983  0.12
H -4.812 -0.682 -2.268  0.42
H 1.445 1.251 -1.612  0.12
H 2.139 -2.645 0.817  0.16
H 9.093 -0.158 1.287  0.32
N 6.197 2.240 0.990  -0.58
H -5.864 3.762 -1.207  0.34
H 3.544 -0.645 -0.407  0.12
H 7.842 -1.293 0.724  0.23
F -1.246 5.015 3.802  -0.37
H -2.914 2.761 -1.952  0.35
H 5.093 -5.067 -0.891  0.30
H 4.898 -6.586 1.770  0.26
H 4.249 2.849 2.881  0.38
H 4.407 4.254 -5.466  0.32
O -5.777 -3.205 -0.444  -0.56
H -2.769 3.150 1.385  -0.67
H 0.615 -3.335 -0.080  0.31
C 1.085 3.498 -0.185  -1.16
O 4.974 8.565 -6.154  -0.53
O 4.470 6.988 -4.313  -0.26
O 2.659 7.661 -5.855  -0.53
C 0.080 0.639 4.226  -0.52
H -5.419 1.772 -3.045  0.35
H -1.105 2.967 -1.848  0.11
H 2.347 -8.184 5.538  0.26
N 2.453 4.710 -1.629  0.36
O -7.643 -1.902 -1.412  -0.27
O 0.307 -6.862 4.229  -0.31
C -0.090 3.986 0.700  1.30
O 1.728 -1.187 -1.453  -0.43
C 2.966 1.011 2.299  0.15
H 3.265 0.363 1.402  -0.69
S -7.099 -2.758 -0.150  1.26
O 1.189 -9.134 4.137  -0.35
O 3.948 -6.765 -0.815  -0.34
O 4.125 2.247 -5.766  -0.34
C 3.790 3.444 -5.066  -0.13
S 2.585 -6.308 -0.063  1.16
H 2.996 1.552 -2.504  -0.10
C -5.027 0.149 -1.526  -0.42
O 7.923 -1.914 -2.415  -0.51
C -7.410 -8.550 -1.215  -0.35
H 5.663 7.949 -2.951  0.28
S 3.904 8.120 -5.331  1.11
C -4.936 -0.254 -0.036  -0.96
H -4.675 -1.316 0.253  0.64
H 10.886 -1.629 0.533  0.29
O 2.145 3.299 -6.728  -0.38
H -7.421 -8.079 -2.202  0.27
O 3.598 9.264 -4.224  -0.31
H 1.872 1.891 4.448  0.48
C -5.178 0.855 0.963  -0.32
H -3.263 4.710 -0.259  -0.59
I -1.319 6.917 1.145  0.09
O 3.280 -5.487 1.151  -0.25
H 1.173 -0.192 0.404  -0.13
C -5.383 1.573 -1.921  -0.77
C 2.317 3.679 -5.365  -0.13
H 6.834 1.710 0.368  0.37
H 4.561 1.275 3.820  0.40
H 5.474 2.681 0.405  0.24
O -6.918 -5.416 -0.484  -0.47
C 2.940 -0.394 -1.335  -0.41
F -1.817 2.858 4.045  -0.31
H -9.955 -3.152 -0.576  0.25
H 2.568 0.283 3.075  0.89
N 0.782 2.519 2.619  0.30
O 1.308 3.925 -1.520  -0.21
C 3.619 8.673 -2.925  -0.30
H 1.170 -9.345 6.203  0.32
C 5.515 1.249 1.818  0.34
C -8.560 -2.693 -2.169  -0.37
C 4.325 1.721 2.792  -0.69
H -1.602 -0.983 4.565  0.40
H -0.187 -1.003 -0.527  0.32
H -2.377 5.100 -1.793  0.57
C -0.748 -0.242 4.469  0.07
C 8.843 -0.900 0.530  -0.23
S 3.232 2.159 -7.117  1.06
C 1.331 -8.579 5.444  -0.34
C -9.183 -3.651 -1.168  -0.43
C 2.056 2.498 0.376  1.04
H -4.210 3.715 4.149  0.50
H 0.403 2.853 4.672  0.49
C -2.275 4.539 -0.796  0.48
O -0.581 -8.452 2.554  -0.59
S 0.647 -7.995 3.116  1.03
O 1.737 -7.536 2.317  -0.31
O 9.707 -2.588 -0.846  -0.31
C 0.927 -1.084 -0.254  0.24
O 3.109 2.015 -0.429  -0.39
H -5.107 0.583 2.067  0.20
C -2.902 3.866 2.251  0.26
H 0.536 -6.731 6.292  0.31
O 1.955 -7.465 0.474  -0.46
H -0.702 -7.868 5.702  0.30
H -7.031 5.606 1.300  0.38
H -7.232 3.476 4.083  0.29
S 9.161 -1.459 -1.871  1.05
C 9.868 -2.019 0.455  -0.34
H -9.304 -2.056 -2.649  0.34
O 2.438 5.544 -0.774  -0.37
C -5.509 2.312 0.563  0.94
H -5.325 -9.113 -1.512  0.32
C 1.859 2.059 1.809  -0.32
H 9.710 -2.775 1.224  0.31

Properties
- 2S+1: 1
- Energy: -214945.316 eV
- Kohn-Sham gap: 5.764 eV
- Total charge: +1

---

Q: The lowest Kohn-Sham gap belongs to which entry?
A: C43H66KN4O5PSSe